[1]
# C2F3I

The molecule C2F3I at a distorted geometry (ωB97M-V with the def2-TZVPD basis set, OMol25).

Geometry (Å):
F 0.038 1.737 -0.061
C -0.203 0.433 -0.049
F -1.455 0.188 0.018
C 0.773 -0.634 0.099
F 0.600 -1.978 -0.024
I 2.724 0.162 0.011

Atoms 1-3, force components in eV/Å:
F 0.2 -1.0 0.1
C 3.9 -4.2 0.8
F -1.9 -0.2 -0.2

As for the energy above the lowest of the compared OMol25 structures with the same formula, charge and spin: 52.2 kJ/mol. As for the lowest unoccupied orbital energy: 0.2 eV. As for the charge: 0. Its HOMO energy is -9.09 eV. As for the total energy: -18324.75127 eV. For the frontier orbital gap, the calculation gives 9.3 eV.



[2]
# C4H5NO2

The molecule C4H5NO2 at a distorted geometry (ωB97M-V with the def2-TZVPD basis set, OMol25).

Geometry (Å):
O 2.409 0.730 1.844
C 2.171 0.200 0.790
C 0.765 0.149 0.233
N -0.129 -0.410 0.941
C -1.258 -0.694 0.047
C -1.126 0.479 -0.894
O 0.430 0.592 -0.992
H 2.950 -0.360 0.232
H -2.178 -0.799 0.636
H -1.064 -1.645 -0.472
H -1.374 0.392 -1.939
H -1.595 1.367 -0.425

Atoms 1-3, force components in eV/Å:
O 0.0 -0.2 -0.5
C 0.0 0.3 0.2
C -0.5 -0.1 0.7

As for the energy above the lowest of the compared OMol25 structures with the same formula, charge and spin: 185.3 kJ/mol. As for the lowest unoccupied orbital energy: 0.6 eV. As for the charge: 0. Its HOMO energy is -9.84 eV. As for the total energy: -9812.39462 eV. For the frontier orbital gap, the calculation gives 10.5 eV.



[3]
# C6H25O9

A 6-piece molecular cluster, C6H25O9 overall at a distorted geometry (ωB97M-V with the def2-TZVPD basis set, OMol25).

Geometry (Å):
O -2.084 -1.773 -0.378
H -2.553 -2.494 0.049
H -1.233 -1.717 0.063
H -2.512 -0.979 -0.050
O 2.282 -2.309 1.738
H 2.309 -2.809 2.557
H 2.594 -1.495 2.140
H 1.378 -2.126 1.471
O 0.094 -1.553 0.918
H 0.519 -0.734 1.238
C -1.766 2.522 -1.380
C -1.629 1.618 -0.178
O -2.820 0.841 0.122
O -3.090 2.955 -1.602
H -1.556 1.888 -2.241
H -0.968 3.259 -1.287
H -1.438 2.286 0.662
H -0.731 1.000 -0.168
H -3.223 1.440 0.755
H -3.590 2.156 -1.418
C 1.903 1.207 2.501
C 0.901 0.981 3.673
O -0.372 0.496 3.165
O 2.992 0.298 2.568
H 2.357 2.194 2.594
H 1.445 1.235 1.512
H 0.789 1.758 4.429
H 1.295 0.207 4.332
H -0.180 -0.313 2.685
H 3.719 0.686 2.076
C 1.216 -1.402 -3.403
C 0.150 -0.362 -3.584
O -1.169 -0.779 -3.228
O 1.047 -2.176 -2.260
H 2.242 -1.034 -3.402
H 1.230 -2.021 -4.300
H 0.227 -0.062 -4.629
H 0.334 0.411 -2.838
H -1.302 -1.718 -3.379
H 1.192 -1.580 -1.521

Atoms 1-3, force components in eV/Å:
O -2.0 -0.9 -1.2
H -0.4 -0.8 0.1
H 3.8 0.2 1.5

As for the energy above the lowest of the compared OMol25 structures with the same formula, charge and spin: 0.0 kJ/mol. As for the lowest unoccupied orbital energy: -3.1 eV. As for the charge: +1. Its HOMO energy is -12.69 eV. As for the total energy: -25044.28162 eV. For the frontier orbital gap, the calculation gives 9.6 eV.



[4]
# C9H13NOP

An isolated ion of composition C9H13NOP and charge +1 at a distorted geometry (ωB97M-V with the def2-TZVPD basis set, OMol25).

Geometry (Å):
H 2.548 1.762 1.423
P 3.284 0.802 0.700
C 1.985 -0.012 0.046
C 2.020 -1.227 -0.801
C 1.216 -2.372 -0.162
C -0.182 -1.975 0.127
C -0.597 -0.722 0.351
C -2.035 -0.406 0.501
O -2.902 -1.235 0.555
C -2.318 1.091 0.603
C -1.531 1.957 -0.381
N -0.144 1.431 -0.632
C 0.303 0.464 0.405
H 1.600 -1.020 -1.792
H 3.055 -1.537 -0.946
H 1.693 -2.689 0.773
H 1.216 -3.240 -0.825
H -0.932 -2.755 0.143
H -3.386 1.251 0.447
H -2.102 1.382 1.636
H -2.055 2.000 -1.338
H -1.456 2.972 0.012
H -0.129 0.926 -1.525
H 0.528 2.203 -0.704
H 0.323 0.950 1.380

Atoms 1-3, force components in eV/Å:
H -0.2 0.2 0.1
P 0.0 -0.4 -0.3
C -3.3 1.5 1.0

As for the energy above the lowest of the compared OMol25 structures with the same formula, charge and spin: 174.6 kJ/mol. As for the lowest unoccupied orbital energy: -3.7 eV. As for the charge: +1. Its HOMO energy is -13.30 eV. As for the total energy: -22361.75039 eV. For the frontier orbital gap, the calculation gives 9.6 eV.



[5]
# C7H6Br3N2

C7H6Br3N2 as an isolated structure at a distorted geometry (ωB97M-V with the def2-TZVPD basis set, OMol25).

Geometry (Å):
C -2.885 -1.165 1.663
C -2.305 -0.144 1.923
C 0.496 0.910 0.793
C 1.341 0.776 -0.237
C -0.378 0.290 -1.816
C 1.745 -0.544 -2.148
C -1.525 1.008 2.276
N -0.267 1.000 1.658
N 0.876 0.226 -1.369
Br -0.934 -0.605 -3.340
Br 3.215 1.170 0.112
Br -1.535 1.517 -1.095
H -3.566 -1.793 1.233
H 1.922 -1.543 -1.793
H 1.354 -0.750 -3.158
H 2.810 -0.093 -2.097
H -1.562 1.099 3.307
H -2.048 1.947 1.893

Atoms 1-3, force components in eV/Å:
C 1.0 2.3 0.4
C -0.3 -1.5 -0.4
C 0.1 0.2 0.6

As for the energy above the lowest of the compared OMol25 structures with the same formula, charge and spin: 74.8 kJ/mol. As for the lowest unoccupied orbital energy: -4.7 eV. As for the charge: +1. Its HOMO energy is -12.16 eV. As for the total energy: -220451.03766 eV. For the frontier orbital gap, the calculation gives 7.4 eV.



[6]
# C17H26N4O3

The molecule C17H26N4O3 (ωB97M-V with the def2-TZVPD basis set, OMol25).

Geometry (Å):
C 1.245 -3.634 1.347
N 2.143 -2.587 0.900
C 3.464 -3.137 0.631
C 4.468 -2.051 0.282
C 3.977 -1.248 -0.915
C 2.575 -0.725 -0.639
C 1.628 -1.871 -0.255
C 0.287 -1.205 0.050
O 0.077 -0.684 1.131
N -0.581 -1.014 -0.998
C -1.667 -0.066 -0.749
C -1.157 1.376 -0.728
C -2.301 2.297 -0.373
O -3.177 2.577 -1.171
N -2.308 2.734 0.917
C -3.358 3.585 1.434
C -2.870 4.953 1.772
N -2.844 5.520 2.929
C -2.295 6.774 2.689
C -2.014 6.883 1.379
O -2.381 5.717 0.772
C -0.763 -1.893 -2.123
C -0.558 -3.372 -2.021
C -1.947 -2.816 -2.167
H 0.265 -3.218 1.578
H 1.130 -4.440 0.601
H 1.640 -4.084 2.259
H 3.787 -3.680 1.521
H 3.420 -3.873 -0.196
H 4.588 -1.391 1.145
H 5.439 -2.506 0.075
H 4.654 -0.420 -1.134
H 3.959 -1.890 -1.803
H 2.595 -0.016 0.193
H 2.171 -0.208 -1.513
H 1.540 -2.537 -1.126
H -2.403 -0.179 -1.541
H -2.145 -0.299 0.205
H -0.341 1.458 -0.011
H -0.796 1.655 -1.718
H -1.563 2.447 1.529
H -4.124 3.639 0.661
H -3.792 3.162 2.339
H -2.145 7.492 3.476
H -1.591 7.647 0.753
H -0.486 -1.450 -3.074
H -0.095 -3.872 -2.860
H -0.307 -3.782 -1.055
H -2.575 -2.845 -1.287
H -2.469 -2.924 -3.107

Atoms 1-3, force components in eV/Å:
C 0.0 0.0 0.0
N 0.0 0.0 0.0
C 0.0 0.0 0.0

As for the energy above the lowest of the compared OMol25 structures with the same formula, charge and spin: 203.4 kJ/mol. As for the lowest unoccupied orbital energy: 0.8 eV. As for the charge: 0. Its HOMO energy is -8.68 eV. As for the total energy: -30153.54176 eV. For the frontier orbital gap, the calculation gives 9.5 eV.